[1]
Entry from the Open Molecules 2025 dataset: a single C20H20N2O3S molecule in a non-equilibrium geometry (wB97M-V/def2-TZVPD).

Structure (XYZ):
```
46
Properties=species:S:1:pos:R:3:nbo_charge:R:1
S -1.674 1.579 0.223 2.125
O 1.499 0.150 1.062 -0.728
O -2.785 1.893 1.097 -0.956
O -1.801 1.702 -1.211 -0.957
N 2.181 -2.591 -0.959 -0.300
N 3.371 -0.780 -1.070 -0.296
C 3.862 0.581 -0.947 -0.404
C -1.323 -0.191 0.529 -0.505
C 1.130 -3.548 -0.679 -0.426
C 2.148 -1.256 -0.729 0.421
C -4.175 -2.296 -0.993 -0.207
C 1.064 4.568 0.090 -0.216
C -0.230 -0.689 -0.308 -0.441
C -5.142 -2.222 0.013 -0.217
C 0.124 2.796 2.049 -0.186
C -2.962 -1.601 -0.863 -0.239
C 0.166 3.555 -0.255 -0.229
C -0.333 2.697 0.731 -0.197
C 3.423 -2.954 -1.474 -0.059
C 1.029 3.809 2.391 -0.217
C -3.657 -0.811 1.309 -0.209
C 4.161 -1.822 -1.555 -0.057
C 1.118 -0.534 0.079 0.331
C 1.450 4.728 1.422 -0.203
C -2.686 -0.885 0.305 0.074
C -4.869 -1.486 1.178 -0.213
H -0.145 3.412 -1.289 0.246
H 2.107 5.551 1.695 0.213
H -0.441 -1.175 -1.252 0.194
H -6.104 -2.728 -0.106 0.212
H -5.600 -1.425 1.986 0.214
H -0.203 2.064 2.789 0.231
H 1.409 3.873 3.413 0.218
H 4.214 0.778 0.073 0.238
H 1.534 -4.355 -0.054 0.213
H -2.243 -1.593 -1.679 0.213
H 5.180 -1.672 -1.886 0.239
H 4.712 0.687 -1.633 0.206
H -3.451 -0.199 2.188 0.231
H 3.681 -3.984 -1.678 0.238
H 0.300 -3.055 -0.162 0.272
H -0.978 -0.222 1.576 0.253
H -4.358 -2.872 -1.901 0.209
H 1.450 5.219 -0.697 0.213
H 0.763 -4.010 -1.607 0.215
H 3.086 1.310 -1.209 0.245
```

Kohn-Sham gap = 0.269 Ha
HOMO level = -7.00 eV
Relative energy (zero: lowest compared OMol25 entry of this formula, charge and spin) = 71.8 kcal/mol

=====

[2]
Entry from the Open Molecules 2025 dataset: a single C20H20N2O4 molecule (wB97M-V/def2-TZVPD).

Structure (XYZ):
```
46
Properties=species:S:1:pos:R:3:nbo_charge:R:1
O 5.499 -3.300 0.880 -0.574
O -0.011 1.028 0.745 -0.624
O 4.231 -3.399 -0.984 -0.502
O -2.010 0.037 -1.492 -0.641
N -1.997 2.231 -0.992 -0.424
N -1.165 -0.880 1.171 -0.634
C -4.881 0.835 2.010 -0.222
C 6.292 -4.493 -1.055 -0.714
C -2.253 0.944 -0.710 0.690
C -4.360 -0.138 2.847 -0.198
C -1.241 2.557 -2.193 -0.213
C 1.062 -1.051 0.322 -0.174
C 0.843 -2.206 -0.424 -0.125
C 1.913 -2.974 -0.838 -0.263
C -2.415 -0.305 1.448 0.250
C -2.943 0.664 0.591 -0.162
C -3.131 -0.706 2.570 -0.240
C -0.746 4.128 -0.469 -0.409
C 2.363 -0.663 0.620 -0.146
C -0.797 4.003 -1.990 -0.411
C -1.965 3.320 -0.037 -0.212
C 3.208 -2.596 -0.502 0.289
C -0.073 -0.185 0.746 0.691
C 3.439 -1.432 0.219 -0.247
C 5.327 -3.665 -0.249 0.802
C -4.177 1.228 0.886 -0.172
H -1.069 -1.871 1.334 0.408
H -4.596 1.960 0.212 0.218
H 6.795 -3.846 -1.771 0.242
H -2.880 3.921 -0.121 0.179
H 7.029 -4.939 -0.394 0.238
H -1.867 2.418 -3.078 0.205
H -4.913 -0.456 3.719 0.216
H -0.160 -2.479 -0.716 0.223
H -0.390 1.872 -2.270 0.211
H -2.718 -1.464 3.220 0.212
H 4.445 -1.133 0.464 0.240
H 0.151 3.644 -0.084 0.221
H 5.756 -5.261 -1.606 0.237
H 2.521 0.250 1.173 0.232
H 1.763 -3.866 -1.426 0.227
H -5.841 1.278 2.228 0.216
H -0.780 5.159 -0.122 0.212
H -1.541 4.689 -2.398 0.198
H -1.876 2.938 0.980 0.232
H 0.161 4.206 -2.464 0.218
```

Kohn-Sham gap = 0.345 Ha
HOMO level = -8.75 eV
Relative energy (zero: lowest compared OMol25 entry of this formula, charge and spin) = 0.0 kcal/mol

=====

[3]
Entry from the Open Molecules 2025 dataset: a single C20H20N2O5 molecule (wB97M-V/def2-TZVPD).

Structure (XYZ):
```
47
Properties=species:S:1:pos:R:3:nbo_charge:R:1
O 0.185 -3.053 -1.802 -0.579
O 5.751 1.229 1.248 -0.713
O 4.336 -2.120 0.591 -0.530
O -1.554 1.565 1.328 -0.645
O -2.479 -1.969 -1.088 -0.507
N 1.778 1.746 0.292 -0.446
N 0.885 -1.313 -0.501 -0.402
C -2.030 0.466 0.704 0.429
C 2.927 -2.084 0.653 -0.067
C 0.757 2.788 -2.057 -0.160
C -5.664 1.261 0.280 -0.211
C -4.089 -0.914 0.985 -0.166
C -4.288 1.390 0.318 -0.228
C 2.303 -1.515 -0.636 -0.252
C 4.901 0.295 0.628 -0.107
C -0.044 -2.093 -1.101 0.575
C -3.489 0.298 0.657 -0.057
C -1.141 -0.396 0.155 -0.266
C 1.759 3.453 -1.368 -0.259
C -5.466 -1.032 0.957 -0.194
C -1.414 -1.535 -0.710 0.463
C 2.239 2.884 -0.199 0.043
C 0.272 1.595 -1.548 -0.253
C 5.015 -1.095 1.276 -0.078
C -6.254 0.050 0.600 -0.190
C 0.349 -0.193 0.245 -0.079
C 0.810 1.119 -0.358 0.220
H 2.454 -2.224 -1.454 0.243
H -3.829 2.331 0.043 0.213
H -3.476 -1.753 1.271 0.229
H 4.675 -1.033 2.321 0.166
H 6.064 -1.409 1.272 0.179
H 2.590 -3.118 0.782 0.193
H 0.361 3.190 -2.978 0.220
H -7.329 -0.050 0.570 0.218
H 2.162 4.386 -1.731 0.223
H 2.783 -0.566 -0.890 0.204
H 2.599 -1.496 1.518 0.164
H -6.274 2.106 -0.001 0.218
H 6.662 0.922 1.177 0.462
H 0.695 -0.213 1.287 0.223
H 3.032 3.347 0.373 0.202
H -0.503 1.042 -2.056 0.226
H 5.130 0.209 -0.445 0.155
H -2.283 2.085 1.695 0.498
H 3.892 0.698 0.748 0.201
H -5.926 -1.975 1.211 0.220
```

Kohn-Sham gap = 0.319 Ha
HOMO level = -9.07 eV
Relative energy (zero: lowest compared OMol25 entry of this formula, charge and spin) = 54.6 kcal/mol

=====

[4]
Entry from the Open Molecules 2025 dataset: a single C20H20N2O5 molecule (wB97M-V/def2-TZVPD).

Structure (XYZ):
```
47
Properties=species:S:1:pos:R:3:nbo_charge:R:1
O -1.679 -2.983 -1.180 -0.602
O -4.132 3.164 -0.375 -0.677
O -1.905 3.519 1.051 -0.522
O -2.294 -2.484 0.922 -0.499
O 0.924 -3.788 0.629 -0.564
N 2.183 -2.002 0.090 -0.646
N 1.327 -0.003 -0.772 -0.455
C -3.251 1.203 -1.388 -0.282
C 5.853 0.081 0.670 -0.198
C 3.635 -0.064 -0.252 -0.031
C 5.161 1.631 -1.024 -0.207
C 2.302 -0.676 -0.329 0.420
C 3.919 1.028 -1.071 -0.187
C -2.223 0.287 -1.532 -0.236
C -0.919 1.490 0.086 -0.313
C -3.546 -3.154 0.749 -0.076
C -1.934 2.417 0.224 0.216
C -4.562 -2.251 0.065 -0.634
C 4.612 -0.529 0.626 -0.227
C 6.133 1.156 -0.157 -0.199
C -0.206 -1.686 0.212 -0.438
C -3.121 2.268 -0.514 0.330
C 0.988 -2.625 0.318 0.708
C -0.733 3.760 1.788 -0.247
C -1.465 -2.469 -0.115 0.838
C -1.060 0.421 -0.794 0.049
C 0.034 -0.615 -0.879 -0.103
H -4.166 1.110 -1.951 0.224
H 4.404 -1.349 1.299 0.211
H -5.526 -2.751 0.027 0.216
H -0.025 -1.115 -1.858 0.231
H -4.239 -2.027 -0.948 0.221
H 0.133 3.885 1.131 0.182
H -0.913 4.685 2.334 0.200
H 3.148 1.381 -1.736 0.241
H -3.381 -4.061 0.158 0.201
H -0.337 -1.203 1.188 0.256
H -3.847 3.836 0.260 0.493
H -0.536 2.952 2.499 0.177
H 3.016 -2.566 0.197 0.421
H 5.375 2.473 -1.666 0.218
H 0.004 1.583 0.636 0.231
H -4.665 -1.317 0.612 0.215
H -2.330 -0.536 -2.221 0.224
H 6.603 -0.283 1.356 0.216
H 7.104 1.625 -0.122 0.216
H -3.866 -3.419 1.758 0.191
```

Kohn-Sham gap = 0.311 Ha
HOMO level = -8.16 eV
Relative energy (zero: lowest compared OMol25 entry of this formula, charge and spin) = 16.8 kcal/mol

=====

[5]
Entry from the Open Molecules 2025 dataset: a single C20H20N4 molecule in a non-equilibrium geometry (wB97M-V/def2-TZVPD).

Structure (XYZ):
```
44
Properties=species:S:1:pos:R:3:nbo_charge:R:1
N -2.084 1.718 1.865 -0.606
N 4.143 -1.215 -1.821 -0.519
N 4.172 1.179 -2.110 -0.520
N -3.068 3.059 4.282 -0.843
C 2.078 2.334 -1.741 -0.294
C -0.430 1.482 0.115 -0.211
C 2.104 -4.157 -0.739 -0.196
C 0.853 -3.531 -0.618 -0.035
C 3.449 2.389 -2.035 0.039
C 0.731 -2.160 -0.856 -0.205
C 1.381 1.084 -1.545 0.054
C -3.350 1.419 2.538 -0.225
C -2.743 1.153 -0.441 -0.285
C 1.885 -1.466 -1.264 -0.054
C -0.045 1.140 -1.199 -0.059
C -3.093 1.634 4.003 -0.214
C 3.236 -3.469 -1.186 -0.221
C 3.552 -0.048 -1.846 0.391
C -1.765 1.438 0.550 0.182
C -1.053 0.812 -2.122 -0.245
C -2.397 0.847 -1.750 -0.184
C -0.289 -4.375 -0.085 -0.626
C 2.140 -0.080 -1.518 -0.117
C 3.126 -2.102 -1.455 0.137
H 1.551 3.273 -1.672 0.228
H 2.234 -5.183 -0.474 0.205
H 0.316 1.767 0.880 0.200
H -0.401 -5.256 -0.697 0.213
H -0.131 -1.577 -0.772 0.215
H 3.942 3.331 -2.164 0.219
H -0.758 0.618 -3.155 0.219
H 5.212 1.185 -2.140 0.428
H -3.190 0.608 -2.471 0.220
H 4.183 -3.970 -1.346 0.218
H -0.125 -4.674 0.953 0.213
H -3.860 1.187 4.663 0.196
H -1.275 1.778 2.459 0.380
H -2.941 3.606 3.427 0.363
H -1.233 -3.810 -0.116 0.211
H -2.318 3.265 4.935 0.359
H -3.721 0.398 2.417 0.195
H -4.103 2.107 2.177 0.195
H -2.103 1.165 4.231 0.165
H -3.811 1.095 -0.156 0.213
```

Kohn-Sham gap = 0.276 Ha
HOMO level = -7.48 eV
Relative energy (zero: lowest compared OMol25 entry of this formula, charge and spin) = 23.1 kcal/mol

=====

[6]
Entry from the Open Molecules 2025 dataset: a molecular structure, C20H20N5NaO2S2 in a non-equilibrium geometry (wB97M-V/def2-TZVPD).

Structure (XYZ):
```
50
Properties=species:S:1:pos:R:3:nbo_charge:R:1
S 5.956 0.336 -1.150 0.323
S -3.153 2.358 -2.087 -0.366
Na -0.929 0.238 -1.129 0.919
O -0.814 0.170 1.399 -0.810
O -2.691 0.721 2.550 -0.726
N 6.430 -4.015 -0.115 -0.415
N -2.504 -1.499 -0.273 -0.506
N -4.144 2.832 0.446 -0.395
N 1.415 0.553 -1.314 -0.503
N -2.040 3.410 -0.017 -0.592
C -2.034 0.047 1.733 0.730
C -5.522 2.397 0.239 -0.400
C -4.357 -2.945 1.258 -0.181
C 6.171 -1.375 -0.933 -0.160
C 3.519 0.069 -2.341 -0.251
C -3.579 3.421 1.674 -0.225
C 4.195 0.440 -1.170 -0.143
C 7.173 -1.736 -0.012 -0.263
C 2.122 0.025 -2.341 0.040
C -2.166 3.852 1.321 -0.228
C -3.164 2.841 -0.493 0.314
C 3.442 0.947 -0.087 -0.233
C -3.988 -3.420 -0.028 -0.266
C -3.829 -1.751 1.702 -0.222
C 2.056 0.943 -0.182 0.042
C 5.452 -3.638 -0.966 0.043
C -3.109 -2.602 -0.767 0.030
C 5.401 -2.389 -1.523 -0.275
C 7.284 -3.094 0.318 0.046
C -2.748 -1.114 1.019 0.119
H -4.208 4.263 1.999 0.185
H -4.146 -1.334 2.680 0.243
H -2.034 4.923 1.495 0.185
H -1.431 3.379 1.956 0.219
H -4.175 -4.423 -0.441 0.225
H -6.129 3.273 -0.139 0.198
H 4.833 -2.248 -2.471 0.225
H -1.185 3.325 -0.532 0.416
H -5.872 2.141 1.217 0.213
H -2.853 -2.858 -1.821 0.190
H 4.714 -4.388 -1.291 0.200
H 1.495 -0.329 -3.160 0.203
H 3.844 1.189 0.891 0.239
H -4.948 -3.540 1.944 0.220
H -3.591 2.679 2.465 0.257
H -5.469 1.553 -0.479 0.241
H 1.442 1.132 0.679 0.241
H 8.027 -3.434 1.029 0.200
H 4.059 -0.400 -3.147 0.227
H 7.779 -0.930 0.394 0.230
```

Kohn-Sham gap = 0.294 Ha
HOMO level = -8.25 eV
Relative energy (zero: lowest compared OMol25 entry of this formula, charge and spin) = 19.8 kcal/mol

=====

[7]
Entry from the Open Molecules 2025 dataset: a molecular structure, C20H20N6O10P2S4Ta in a non-equilibrium geometry (wB97M-V/def2-TZVPD).

Structure (XYZ):
```
63
Properties=species:S:1:pos:R:3:nbo_charge:R:1
Ta 0.290 -0.385 1.020 1.772
S 2.778 -0.141 1.795 0.154
S -2.012 -1.356 1.789 -0.030
S 0.439 -1.912 3.128 0.024
S 1.663 0.652 -1.979 2.323
P -0.891 1.716 -0.254 2.435
P -0.577 2.236 2.541 2.407
O -1.134 0.211 -0.291 -1.084
O 0.520 2.006 0.124 -1.093
O -0.183 0.740 2.406 -1.091
O 0.522 3.178 2.651 -1.032
O -2.717 -4.238 -3.365 -0.571
O -1.584 2.259 3.798 -1.007
O 0.063 -1.348 -4.212 -0.750
O 0.311 1.078 -2.243 -0.958
O -1.627 2.503 -1.395 -0.970
O 2.217 -0.182 -3.006 -0.916
N 1.744 -0.173 -0.526 -0.908
N -3.031 1.538 1.600 -0.749
N -4.187 -0.228 4.377 -0.328
N 0.133 -2.555 -0.149 -0.517
N -0.824 -1.508 6.847 -0.249
N -0.876 -3.446 -4.385 -0.610
C -1.891 -1.335 4.530 -0.389
C -3.187 -0.781 4.478 0.305
C -1.599 -3.789 -3.298 0.663
C 0.356 -2.711 -4.392 0.087
C 0.249 -3.724 0.497 0.080
C -0.243 -4.918 0.002 -0.240
C -1.244 -1.565 3.358 -0.173
C 3.254 3.051 -2.213 -0.203
C -1.858 2.364 1.204 -0.612
C 3.392 1.533 -0.332 -0.189
C -1.288 -1.449 5.802 0.261
C -0.413 -2.573 -1.373 0.065
C 4.270 3.805 -1.625 -0.139
C -0.899 -3.736 -1.959 -0.157
C 2.841 1.920 -1.555 -0.178
C 4.824 3.432 -0.407 -0.176
C 2.689 0.393 0.221 0.183
C -0.858 -4.925 -1.236 -0.078
C -2.265 3.810 1.034 -0.638
C 4.387 2.300 0.264 -0.106
H 1.010 -3.077 -3.589 0.168
H -2.644 4.215 1.972 0.239
H 5.607 4.041 0.019 0.243
H -1.391 4.393 0.750 0.264
H -3.367 1.849 2.527 0.467
H -1.162 2.624 4.578 0.539
H -0.162 -5.815 0.595 0.245
H 0.883 -0.868 -4.011 0.495
H -3.789 1.616 0.912 0.438
H -0.491 -1.625 -1.890 0.237
H -3.017 3.928 0.255 0.238
H -1.410 -3.444 -5.247 0.416
H 0.853 -2.880 -5.357 0.184
H -2.780 0.489 1.712 0.444
H 4.622 4.701 -2.114 0.243
H 4.800 2.012 1.218 0.247
H 2.806 3.350 -3.148 0.247
H 0.717 -3.692 1.472 0.230
H -1.333 2.259 -2.277 0.550
H -1.307 -5.818 -1.647 0.250
```

Kohn-Sham gap = 0.247 Ha
HOMO level = -11.36 eV
Charge = +1
Relative energy (zero: lowest compared OMol25 entry of this formula, charge and spin) = 39.8 kcal/mol

=====

[8]
Entry from the Open Molecules 2025 dataset: a molecular structure, C20H20N9O4PdS2 (wB97M-V/def2-TZVPD).

Structure (XYZ):
```
56
Properties=species:S:1:pos:R:3:nbo_charge:R:1
Pd -0.236 -0.222 -0.421 1.036
S -2.206 -5.988 4.610 2.192
S 0.106 4.068 1.931 0.565
O 0.778 -3.019 5.262 -0.383
O -3.607 -5.880 4.910 -0.930
O -1.729 -6.966 3.664 -0.951
O 1.582 -1.045 4.892 -0.327
N 0.010 -1.537 1.143 -0.489
N -0.072 -3.175 2.600 -0.300
N 5.163 1.609 0.838 -0.371
N 1.006 -2.053 4.557 0.530
N 3.745 -0.351 0.297 -0.601
N -0.136 1.936 0.582 -0.489
N -3.710 1.283 1.134 -0.504
N 1.613 -0.470 -0.857 -0.655
N -2.139 0.161 0.071 -0.494
C -1.702 -4.395 3.975 -0.693
C -4.344 0.191 0.553 0.165
C -1.474 -7.576 6.680 -0.620
C 0.602 -1.089 2.289 -0.021
C 0.540 -2.094 3.195 0.151
C 2.658 -0.359 -0.309 0.640
C -1.367 2.192 1.142 0.034
C -0.377 -2.793 1.342 0.437
C -4.978 -2.042 -0.885 -0.196
C -3.660 -1.635 -0.880 -0.211
C 4.487 0.718 0.555 0.407
C -1.002 -3.674 0.327 -0.675
C -3.346 -0.504 -0.129 0.076
C -5.674 -0.213 0.555 -0.237
C -5.969 -1.347 -0.172 -0.180
C -1.422 3.313 1.911 -0.405
C -0.416 -4.487 3.171 -0.223
C 0.727 2.851 0.918 -0.124
C -1.303 -6.168 6.126 -0.663
C -2.406 1.225 0.808 0.408
H -2.543 -4.087 3.349 0.250
H -0.881 -7.674 7.587 0.233
H -2.516 -7.773 6.928 0.233
H -2.259 3.724 2.453 0.262
H -5.261 -2.912 -1.462 0.235
H -2.912 -2.160 -1.458 0.228
H -1.136 -8.321 5.962 0.235
H -0.488 -4.634 0.273 0.258
H -2.056 -3.855 0.543 0.253
H -0.540 -5.175 2.341 0.247
H -6.989 -1.704 -0.206 0.237
H 1.757 2.850 0.586 0.263
H -4.152 2.008 1.674 0.437
H -0.919 -3.199 -0.646 0.249
H -1.694 -5.409 6.805 0.244
H 1.028 -0.108 2.402 0.256
H 0.421 -4.833 3.768 0.252
H -0.257 -5.941 5.907 0.234
H -6.439 0.335 1.089 0.237
H -1.611 -3.699 4.809 0.255
```

Kohn-Sham gap (spin up / spin down) = 0.265 / 0.265 Ha
HOMO level (spin up / spin down) = -11.80 / -11.80 eV
Charge = +1

=====

no.,energy (a.u.)
1,-1507.47449
2,-1184.66666
3,-1259.82469
4,-1259.88489
5,-993.15091
6,-2157.11252
7,-4187.66824
8,-2491.84338